1.
This record from OMol25 describes a structure of composition C28H64LiN2O24P at a distorted geometry. The level of theory is ωB97M-V/def2-TZVPD.

E_LUMO: 0.0053 Eh
electronic energy: -91670.9109 eV
max |F|: 11.7 eV Å⁻¹
HOMO level: -6.11 eV

```
! RIJCOSX wB97M-V def2-TZVPD def2/J DEFGRID3
* xyz 0 1
C 0.80587 -4.61509 0.25489
N 1.23387 -3.36109 0.88789
C 2.35487 -3.70009 1.80289
C 1.84987 -2.49609 -0.21511
C 0.03387 -2.76609 1.60989
C 0.27787 -1.51309 2.52489
O -0.99113 -0.81909 2.81089
H 0.19487 -4.35709 -0.61811
H -0.00313 -5.11909 0.73489
H 1.59087 -5.25909 0.00289
H 2.23887 -4.53209 2.51989
H 2.69187 -2.83009 2.43689
H 3.30787 -4.12809 1.39689
H 2.82287 -3.11909 -0.26811
H 2.06587 -1.37809 0.21889
H 1.08887 -2.34409 -1.02111
H -0.89413 -3.27909 1.86489
H -0.65813 -2.29309 0.81689
H 0.87887 -0.80409 1.81089
H 0.57287 -1.51109 3.55089
H -1.22813 -0.46409 1.97589
C -1.37313 5.68491 0.69789
N -2.33413 4.86291 -0.01711
C -3.63513 5.67491 -0.17311
C -1.97413 4.49591 -1.36711
C -2.35913 3.57991 0.92189
C -3.46913 2.72091 0.58789
O -3.38313 1.54791 1.48289
H -1.17613 6.52891 0.01389
H -0.51913 5.11691 0.80489
H -1.55113 6.09691 1.56489
H -4.40113 5.18391 -0.58311
H -3.57113 6.74191 -0.42411
H -4.11613 5.93891 0.79389
H -1.04913 3.99691 -1.31911
H -1.63713 5.28591 -2.00911
H -2.41813 3.94491 -1.92011
H -2.39213 4.03291 1.75489
H -1.40413 2.97291 0.95489
H -3.36013 2.55791 -0.42811
H -4.50813 3.08691 0.94489
H -2.57113 1.09991 1.02889
Li -2.88813 0.05291 -0.69811
P -0.70313 0.35691 -0.72611
O -1.26013 -0.92609 -1.17611
O -1.55013 0.28691 0.57689
O -1.61213 1.30791 -1.29511
O 0.66887 0.69791 -0.58311
C -7.02413 -1.69609 -1.60711
O -6.36413 -0.96809 -2.70911
C -5.16913 -0.59009 -2.60511
O -4.60813 -0.68509 -1.51011
O -4.65713 -0.22609 -3.66511
C -3.33213 -0.01809 -3.85611
H -6.34413 -2.36509 -1.13011
H -7.78613 -2.31609 -2.19611
H -7.48413 -0.98909 -0.93211
H -2.74413 0.87991 -3.36111
H -3.30013 0.29091 -4.87911
H -2.83713 -0.96409 -3.81911
C 0.61787 0.74291 -3.70711
O 0.87187 0.58791 -5.18111
C 1.39687 -0.54609 -5.67311
O 1.77787 -1.45709 -4.87711
O 1.33187 -0.73409 -7.02911
C 1.97887 -1.82809 -7.58611
H -0.33513 0.65291 -3.47511
H 0.81387 1.78791 -3.47011
H 0.81487 -0.26609 -3.27611
H 2.92587 -1.89109 -7.33211
H 2.10287 -2.09209 -8.56211
H 1.81987 -2.92509 -7.29211
C 3.78587 0.59691 -1.85811
O 4.84787 1.06091 -1.05311
C 5.78887 1.88491 -1.79611
O 5.58887 2.29091 -2.93311
O 6.99487 2.03491 -1.22211
C 8.12487 2.63891 -1.92911
H 3.28087 1.46791 -2.38611
H 2.88687 0.02991 -1.21011
H 4.17887 0.17991 -2.68611
H 8.96787 2.54491 -1.28811
H 7.81387 3.59191 -2.31211
H 8.28987 2.11391 -2.95511
C 0.40187 2.10991 2.83389
O 0.73987 3.01591 3.77189
C 0.60187 2.71891 5.13489
O 0.20387 1.66191 5.66189
O 1.07287 3.76491 5.89589
C 0.97887 3.71391 7.34389
H -0.63313 1.69991 3.07089
H 1.08887 1.21691 2.89789
H 0.42887 2.44291 1.79389
H 1.73887 2.85391 7.72189
H -0.10913 3.64991 7.70489
H 1.55787 4.55291 7.76589
C 3.00487 -0.41109 6.37989
O 3.32487 0.57291 5.33589
C 3.48987 0.09791 4.15089
O 3.48687 -1.10209 3.73889
O 3.75787 1.08491 3.21889
C 3.75987 0.79291 1.80589
H 2.62587 -1.36109 6.14489
H 2.32787 0.26891 6.63089
H 3.92787 -0.58309 7.00489
H 2.86187 1.25191 1.23989
H 3.82787 -0.09709 1.57189
H 4.81687 0.94391 1.69689
C -2.85013 -3.63709 -1.64811
O -2.96913 -4.97209 -2.03211
C -2.62813 -5.82309 -1.11711
O -2.30613 -5.43509 0.05789
O -2.87413 -7.16809 -1.36411
C -2.95013 -8.06209 -0.23911
H -3.17313 -3.01509 -2.40511
H -1.75113 -3.36709 -1.66111
H -3.13813 -3.39009 -0.73911
H -2.98913 -8.98609 -1.08711
H -3.93113 -8.20609 0.01889
H -2.42713 -7.86009 0.55189
*
```

2.
This record from OMol25 describes a structure of composition C28H64MgO18S7 at a distorted geometry. The level of theory is ωB97M-V/def2-TZVPD.

E_LUMO: -0.0105 Eh
electronic energy: -148217.7050 eV
max |F|: 2.3 eV Å⁻¹
HOMO level: -7.60 eV

```
! RIJCOSX wB97M-V def2-TZVPD def2/J DEFGRID3
* xyz 0 1
Mg 2.45804 -1.40229 -3.41437
O 4.07819 -2.01630 -4.43535
C 5.16986 -2.24725 -3.58995
C 4.85569 -1.79151 -2.10734
O 3.58105 -1.31219 -1.75000
H 6.05712 -1.74535 -4.00703
H 5.40996 -3.32703 -3.57688
H 5.62218 -1.04091 -1.82512
H 5.07454 -2.65945 -1.45365
C 9.24468 -5.38978 -2.91122
C 8.22884 -4.37379 -3.40387
C 8.73203 -2.92870 -3.54061
O 8.52292 -2.58583 -4.89184
C 8.00108 -3.62597 -5.56159
O 7.63844 -3.57999 -6.69429
O 7.87342 -4.70043 -4.77196
H 9.97527 -5.71189 -3.64962
H 8.73406 -6.26408 -2.50616
H 9.79338 -4.97063 -2.06230
H 7.31316 -4.44150 -2.81624
H 9.79533 -2.95156 -3.29897
H 8.18593 -2.26148 -2.87748
C 7.19516 -2.96311 0.23763
C 6.15657 -2.21556 1.06754
C 4.96566 -3.08696 1.48625
O 4.77927 -2.76434 2.85656
C 5.85520 -2.07939 3.32544
O 5.97120 -1.69140 4.43757
O 6.74904 -1.94745 2.33231
H 6.77710 -3.24634 -0.72956
H 7.58395 -3.86607 0.70689
H 8.03644 -2.29114 0.07328
H 5.76860 -1.34438 0.53575
H 5.07981 -4.15638 1.29952
H 4.10694 -2.78479 0.88276
C 6.32978 -0.43178 -7.02739
C 5.03647 -1.00035 -7.57184
C 3.81144 -0.13115 -7.49392
O 3.19308 -0.30443 -8.76306
C 4.01332 -0.96758 -9.58004
O 3.72042 -1.36366 -10.66402
O 5.21828 -1.17403 -8.99563
H 6.29402 -0.35210 -5.93508
H 6.51527 0.57143 -7.41120
H 7.12172 -1.16402 -7.18247
H 4.85176 -1.94552 -7.05079
H 4.17584 0.87618 -7.26226
H 3.16307 -0.49165 -6.70242
C 1.71184 -0.62764 1.00508
S 0.40233 -0.78842 2.22301
O -0.85315 -1.23574 1.52676
C 1.07823 -2.25518 3.05791
H 1.70152 -1.33069 0.17271
H 2.69007 -0.70845 1.48397
H 1.69616 0.38708 0.60909
H 1.93522 -2.09384 3.71044
H 1.38443 -2.97271 2.29454
H 0.25225 -2.65437 3.64459
C 10.35840 0.31880 0.96284
S 10.05135 0.01290 -0.79454
O 10.00424 -1.48813 -0.88447
C 8.27608 0.47196 -0.70720
H 10.02454 -0.49267 1.61266
H 9.85046 1.21837 1.31858
H 11.41293 0.44065 1.21555
H 7.70253 0.06524 -1.53814
H 8.12295 1.54995 -0.63554
H 7.88782 0.05109 0.22191
C 5.01091 1.93049 0.18578
S 3.51100 2.91378 0.60261
O 2.96541 2.24763 1.82918
C 4.36600 4.43044 1.09199
H 5.28688 1.27784 1.01264
H 5.79728 2.54911 -0.23883
H 4.67412 1.21620 -0.57620
H 3.89661 4.82820 1.98872
H 4.30529 5.08887 0.22348
H 5.42939 4.31555 1.30262
C 4.23239 -4.49400 -6.58191
S 4.76099 -5.33035 -8.07403
O 3.48305 -5.77477 -8.75879
C 5.37230 -3.89557 -9.01650
H 3.86392 -5.28266 -5.92210
H 3.38438 -3.84769 -6.81024
H 5.00594 -3.95164 -6.04127
H 6.17744 -3.31257 -8.57263
H 4.58009 -3.21604 -9.33359
H 5.79762 -4.34628 -9.91573
C 2.21830 2.49886 -2.70976
S 2.91599 1.91993 -4.26743
O 2.58146 0.44558 -4.30242
C 4.64105 1.94993 -3.68470
H 1.13852 2.53902 -2.83740
H 2.62146 3.47442 -2.44975
H 2.48810 1.70185 -2.01698
H 5.30082 1.40980 -4.36672
H 4.73637 1.35305 -2.77358
H 5.01249 2.96439 -3.54548
C -1.45486 -1.54551 -2.95635
S -0.24413 -0.96534 -1.77593
O 0.96229 -0.50077 -2.56847
C -1.15386 0.52490 -1.28108
H -1.57423 -0.77707 -3.72500
H -2.42820 -1.65458 -2.48005
H -1.11416 -2.46450 -3.42644
H -1.20223 1.10987 -2.20045
H -0.45878 1.04022 -0.61465
H -2.06665 0.33483 -0.72872
C 2.69479 -5.56847 -3.04238
S 1.46742 -4.46869 -2.23370
O 1.64140 -3.13480 -2.89941
C 2.23205 -4.30259 -0.61382
H 2.88098 -6.51576 -2.54248
H 3.62083 -4.99434 -2.91598
H 2.47520 -5.61722 -4.10361
H 2.32176 -5.26153 -0.10376
H 1.63739 -3.63235 0.00234
H 3.21475 -3.85991 -0.78796
*
```